225
Properties=species:S:1:pos:R:3 method="wB97M-V/def2-TZVPD" e_above_lowest_kj_mol=0.0 total_charge=+5 homo_lumo_gap_ev=1.6 largest_force_ev_per_a=6.60 e_lumo_ev=-6.622
C -4.256 3.947 4.756
C -2.836 3.301 4.830
C -2.558 3.187 6.355
N -1.355 2.435 6.804
C -0.056 2.999 6.232
C -1.549 0.977 6.430
C -2.465 0.425 7.502
C -2.030 1.173 8.760
C -1.225 2.424 8.307
H -4.956 3.314 5.308
H -4.637 4.050 3.719
H -4.355 4.856 5.289
H -2.042 3.830 4.211
H -2.899 2.309 4.354
H -3.398 2.610 6.791
H -2.441 4.204 6.750
H 0.677 2.197 6.120
H 0.465 3.718 6.905
H -0.303 3.464 5.299
H -0.589 0.479 6.592
H -1.861 0.845 5.370
H -2.426 -0.663 7.572
H -3.542 0.725 7.305
H -1.328 0.631 9.391
H -2.772 1.386 9.519
H -0.158 2.326 8.426
H -1.608 3.378 8.733
C -10.916 -3.735 -0.231
C -10.466 -2.496 -0.978
C -11.708 -1.727 -1.404
N -11.410 -0.387 -2.063
C -10.452 -0.537 -3.191
C -10.800 0.577 -1.040
C -11.520 1.883 -1.210
C -12.472 1.670 -2.357
C -12.730 0.193 -2.461
H -11.611 -3.403 0.536
H -10.127 -4.369 0.215
H -11.527 -4.389 -0.877
H -9.834 -2.811 -1.805
H -9.863 -1.847 -0.281
H -12.389 -1.491 -0.599
H -12.229 -2.325 -2.182
H -10.439 0.331 -3.813
H -10.816 -1.398 -3.783
H -9.388 -0.656 -2.910
H -9.754 0.566 -1.178
H -11.067 0.162 -0.068
H -10.797 2.641 -1.353
H -12.115 2.089 -0.304
H -12.191 2.070 -3.325
H -13.429 2.111 -2.117
H -13.047 -0.285 -3.361
H -13.373 0.001 -1.667
C 5.372 0.293 -4.933
N 6.492 0.428 -3.879
C 7.646 -0.415 -4.238
C 6.803 1.860 -3.853
C 5.860 -0.027 -2.566
C 6.740 -0.471 -1.421
O 7.466 0.677 -1.067
H 5.277 -0.790 -5.139
H 5.617 0.973 -5.788
H 4.400 0.721 -4.579
H 7.402 -1.497 -4.335
H 8.427 -0.281 -3.467
H 8.061 -0.122 -5.228
H 7.516 2.111 -3.119
H 5.878 2.444 -3.684
H 7.175 2.135 -4.859
H 5.218 -0.826 -2.825
H 5.213 0.832 -2.311
H 7.429 -1.284 -1.629
H 6.031 -0.753 -0.582
H 7.998 0.566 -0.283
C 6.309 0.017 10.340
N 6.350 0.810 9.072
C 5.511 2.023 9.166
C 7.759 1.206 8.946
C 5.812 0.004 7.976
C 5.735 0.611 6.614
O 4.593 1.481 6.523
H 5.276 -0.172 10.600
H 6.749 0.544 11.193
H 6.852 -0.910 10.177
H 4.552 1.801 9.645
H 5.261 2.321 8.137
H 6.018 2.798 9.799
H 8.111 1.635 9.909
H 7.973 1.949 8.172
H 8.359 0.283 8.789
H 4.766 -0.301 8.263
H 6.398 -0.934 7.895
H 5.686 -0.220 5.884
H 6.652 1.228 6.386
H 3.855 1.014 6.288
C -2.633 7.543 -13.500
N -1.967 7.907 -12.208
C -0.673 8.649 -12.506
C -2.936 8.825 -11.494
C -1.703 6.720 -11.473
C -1.272 6.881 -10.032
O -2.446 6.878 -9.293
H -2.205 6.628 -13.905
H -2.557 8.393 -14.119
H -3.696 7.292 -13.332
H -0.918 9.554 -13.046
H -0.098 7.970 -13.141
H -0.139 8.850 -11.577
H -2.384 9.409 -10.815
H -3.734 8.212 -11.067
H -3.422 9.422 -12.234
H -0.849 6.217 -11.929
H -2.627 6.121 -11.532
H -0.680 7.816 -9.878
H -0.673 5.981 -9.822
H -2.344 7.150 -8.379
C 7.724 -9.519 -2.614
N 8.894 -9.908 -1.774
C 9.333 -8.762 -0.975
C 8.310 -10.926 -0.849
C 9.987 -10.528 -2.521
C 10.558 -9.759 -3.671
O 9.640 -9.904 -4.777
H 7.019 -9.152 -1.890
H 7.299 -10.430 -3.012
H 8.007 -8.697 -3.257
H 9.621 -8.001 -1.736
H 10.170 -9.061 -0.372
H 8.530 -8.410 -0.345
H 9.059 -11.451 -0.284
H 7.974 -11.707 -1.467
H 7.600 -10.523 -0.154
H 9.688 -11.536 -2.827
H 10.812 -10.605 -1.772
H 11.506 -10.278 -3.954
H 10.810 -8.678 -3.513
H 10.022 -9.626 -5.633
C 0.232 9.109 2.468
N -1.104 9.186 3.022
C -1.977 8.136 2.461
C -1.072 9.160 4.516
C -1.692 10.567 2.621
C -1.990 10.911 1.181
O -3.237 10.384 0.848
H 0.242 9.123 1.434
H 0.561 8.158 2.829
H 0.886 9.900 2.799
H -1.596 7.161 2.689
H -2.053 8.352 1.408
H -3.019 8.249 2.800
H -2.063 9.229 4.879
H -0.508 10.032 4.909
H -0.557 8.246 4.930
H -0.877 11.241 2.965
H -2.728 10.680 3.153
H -1.329 10.664 0.374
H -2.064 12.006 1.299
H -3.698 10.971 0.200
C -3.251 -9.085 -6.471
N -3.166 -9.721 -5.093
C -3.891 -8.796 -4.042
C -3.769 -11.038 -5.103
C -1.743 -9.730 -4.684
C -1.280 -10.263 -3.357
O -1.395 -9.332 -2.330
H -4.246 -8.770 -6.776
H -2.887 -9.857 -7.123
H -2.618 -8.185 -6.458
H -4.979 -9.034 -3.945
H -3.783 -7.787 -4.400
H -3.354 -9.040 -3.104
H -3.459 -11.655 -5.918
H -4.874 -10.959 -5.185
H -3.654 -11.536 -4.121
H -1.308 -8.717 -4.836
H -1.348 -10.382 -5.480
H -0.235 -10.488 -3.630
H -1.839 -11.211 -3.079
H -0.974 -9.670 -1.525
C 1.916 -0.919 6.684
O 0.730 -1.498 6.268
O 2.354 0.204 6.112
C 1.691 -0.612 8.169
F 0.664 0.388 8.200
F 1.285 -1.635 8.911
F 2.745 -0.093 8.801
C 0.843 -2.212 5.088
C -0.075 -3.504 5.092
H 0.196 -4.077 5.953
H -1.186 -3.243 5.229
H 0.089 -4.021 4.147
H 1.906 -2.424 4.777
H 0.476 -1.531 4.253
H 2.665 -1.751 6.432
C 1.148 -2.151 -2.275
O 0.918 -3.305 -1.755
O 2.107 -1.518 -2.034
C -0.158 -1.552 -2.966
F -0.759 -2.570 -3.592
F -0.891 -1.133 -1.965
F 0.038 -0.555 -3.853
C -0.315 -3.910 -1.204
C -0.818 -5.104 -1.866
H -1.173 -5.859 -1.206
H -1.587 -4.935 -2.624
H 0.018 -5.674 -2.442
H -1.149 -3.176 -1.291
H -0.091 -4.109 -0.144
H -9.792 -5.427 -4.508
C 0.286 3.932 2.169
O 1.217 2.970 2.099
O 0.211 4.745 3.209
C 0.944 4.830 0.940
F 2.104 5.207 1.023
F 0.872 4.083 -0.250
F 0.157 5.887 0.663
C 2.268 2.924 3.139
C 3.673 3.002 2.485
H 3.921 1.992 2.258
H 3.828 3.603 1.569
H 4.409 3.395 3.227
H 2.228 1.994 3.626
H 2.063 3.787 3.798
H -0.513 3.662 1.402